(1)
{"formula": "C23H26Cl2MgN3O2Si2", "method": "ωB97M-V/def2-TZVPD", "orbital_gap_ev": 5.75, "energy_ha": -2906.4361, "charge": -1, "e_above_lowest_kcal_mol": 0.00, "species": ["Mg", "O", "C", "N", "C", "O", "C", "C", "C", "C", "C", "N", "C", "C", "C", "C", "C", "N", "H", "H", "H", "H", "H", "H", "H", "H", "C", "Si", "C", "C", "C", "C", "C", "C", "C", "Si", "C", "C", "H", "H", "H", "H", "H", "H", "H", "H", "H", "H", "H", "H", "H", "H", "H", "H", "Cl", "C", "Cl", "H", "H"], "xyz": [[-0.561, 0.100, 0.649], [-2.369, -1.868, 3.843], [-1.917, -1.492, 2.779], [-1.771, -0.218, 2.300], [-2.354, 0.850, 2.923], [-3.030, 0.888, 3.932], [-2.121, 2.154, 2.160], [-2.799, 3.300, 2.548], [-2.577, 4.473, 1.849], [-1.693, 4.462, 0.779], [-1.071, 3.273, 0.452], [-1.274, 2.144, 1.129], [-1.437, -2.540, 1.778], [-1.530, -3.885, 2.101], [-1.116, -4.822, 1.172], [-0.622, -4.384, -0.047], [-0.550, -3.023, -0.283], [-0.951, -2.115, 0.608], [-3.478, 3.234, 3.386], [-3.083, 5.388, 2.133], [-1.495, 5.358, 0.207], [-0.385, 3.201, -0.385], [-1.932, -4.155, 3.067], [-1.179, -5.881, 1.391], [-0.293, -5.083, -0.804], [-0.144, -2.632, -1.210], [-2.323, -0.926, -2.630], [-1.030, 0.299, -1.894], [-1.400, 1.859, -2.966], [0.661, -0.295, -2.647], [0.758, -0.390, -4.046], [1.928, -0.761, -4.689], [3.054, -1.063, -3.931], [2.981, -0.982, -2.548], [1.811, -0.595, -1.874], [1.895, -0.462, 0.064], [3.389, 0.714, 0.355], [2.725, -2.119, 0.577], [-2.395, -0.865, -3.724], [-3.310, -0.692, -2.217], [-2.106, -1.966, -2.369], [-1.763, 1.593, -3.966], [-0.502, 2.475, -3.089], [-2.168, 2.483, -2.494], [-0.116, -0.161, -4.652], [1.967, -0.812, -5.773], [3.980, -1.355, -4.415], [3.870, -1.224, -1.971], [4.272, 0.403, -0.215], [3.659, 0.694, 1.419], [3.161, 1.750, 0.084], [3.738, -2.212, 0.168], [2.155, -2.996, 0.256], [2.804, -2.164, 1.669], [0.944, 1.375, 3.401], [2.143, 2.568, 3.869], [1.568, 4.231, 3.613], [3.022, 2.420, 3.254], [2.357, 2.449, 4.924]], "forces_ev_per_a": [[-0.186, 0.030, -0.379], [-0.044, -0.062, 0.096], [0.000, 0.170, -0.120], [-0.062, 0.047, 0.255], [0.108, -0.139, -0.128], [-0.102, 0.018, 0.070], [0.027, -0.017, 0.019], [-0.045, 0.045, 0.038], [0.010, -0.031, 0.040], [-0.048, 0.072, 0.032], [0.150, -0.123, -0.037], [-0.109, 0.074, 0.253], [-0.016, 0.061, -0.045], [-0.044, -0.049, 0.050], [-0.020, 0.011, 0.009], [-0.035, -0.048, 0.011], [0.023, 0.156, -0.031], [-0.047, -0.312, 0.278], [0.024, 0.008, 0.013], [-0.013, -0.020, -0.011], [0.024, -0.030, -0.019], [-0.017, -0.003, -0.018], [0.020, 0.013, -0.006], [-0.003, 0.014, 0.004], [0.027, 0.027, -0.009], [0.002, 0.012, 0.011], [0.026, -0.016, -0.070], [0.070, -0.111, -0.365], [-0.016, 0.117, 0.105], [0.029, -0.019, -0.102], [0.033, -0.055, 0.046], [-0.003, 0.003, 0.052], [-0.036, 0.011, 0.029], [-0.062, 0.001, -0.006], [0.021, 0.008, -0.070], [0.297, 0.123, -0.132], [-0.025, 0.081, -0.032], [-0.042, -0.056, 0.035], [0.034, -0.012, 0.037], [0.014, -0.006, -0.044], [-0.028, 0.025, 0.008], [0.062, 0.004, 0.011], [-0.038, -0.012, 0.020], [0.016, -0.026, -0.048], [0.016, 0.003, 0.019], [-0.006, -0.008, 0.003], [-0.006, -0.008, 0.001], [-0.018, 0.018, -0.013], [-0.022, 0.019, 0.028], [-0.011, 0.012, -0.035], [0.003, -0.042, 0.022], [-0.040, -0.001, -0.011], [0.013, 0.027, 0.021], [0.013, -0.004, -0.034], [0.016, -0.087, 0.204], [-0.033, 0.021, -0.082], [0.019, 0.008, 0.004], [0.042, 0.036, -0.001], [0.038, 0.019, 0.023]]}

***

(2)
{"formula": "C23H26F3INO3S", "method": "ωB97M-V/def2-TZVPD", "orbital_gap_ev": 5.22, "energy_ha": -2167.9781, "charge": -1, "species": ["C", "C", "C", "C", "C", "I", "C", "C", "C", "C", "O", "S", "C", "F", "F", "F", "H", "H", "H", "H", "H", "H", "H", "H", "H", "H", "C", "C", "N", "C", "C", "C", "C", "C", "C", "C", "C", "C", "C", "C", "O", "O", "H", "H", "H", "H", "H", "H", "H", "H", "H", "H", "H", "H", "H", "H", "H", "H"], "xyz": [[-0.039, 1.619, 2.171], [-0.211, 3.067, 1.742], [-0.602, 3.812, 3.002], [0.946, 3.698, 0.967], [0.967, 5.075, 0.694], [-0.640, 6.417, 0.867], [2.076, 5.681, 0.102], [3.133, 4.900, -0.350], [3.055, 3.507, -0.244], [1.954, 2.915, 0.384], [-1.373, 3.180, 0.911], [-1.255, 2.518, -0.653], [-2.652, 3.518, -1.197], [-3.691, 3.271, -0.350], [-2.377, 4.862, -1.156], [-3.046, 3.227, -2.464], [0.810, 1.518, 2.856], [-0.947, 1.284, 2.689], [0.127, 0.951, 1.328], [0.190, 3.677, 3.747], [-0.743, 4.883, 2.816], [-1.565, 3.426, 3.361], [2.092, 6.755, -0.028], [4.019, 5.380, -0.760], [3.833, 2.882, -0.695], [1.879, 1.823, 0.383], [-0.734, -4.518, 1.895], [-0.445, -4.495, 0.405], [-1.657, -4.176, -0.406], [-2.556, -5.327, -0.541], [-2.092, -6.283, -1.618], [-2.243, -2.895, -0.299], [-1.252, -1.797, -0.338], [-0.554, -1.617, -1.556], [0.783, -0.903, -1.478], [1.717, -1.332, -0.527], [3.041, -0.889, -0.584], [3.419, 0.057, -1.540], [2.458, 0.573, -2.423], [1.151, 0.075, -2.418], [-0.933, -2.122, -2.635], [-3.465, -2.733, -0.183], [0.187, -4.799, 2.408], [-1.047, -3.532, 2.254], [-1.532, -5.235, 2.120], [0.305, -3.737, 0.135], [-0.109, -5.488, 0.063], [-2.553, -5.837, 0.431], [-3.567, -4.956, -0.731], [-2.834, -7.073, -1.749], [-1.988, -5.754, -2.569], [-1.134, -6.719, -1.328], [-1.058, -1.219, 0.568], [1.398, -2.057, 0.229], [3.760, -1.281, 0.133], [4.445, 0.427, -1.563], [2.730, 1.369, -3.119], [0.417, 0.429, -3.155]], "forces_ev_per_a": [[0.333, -0.398, -0.207], [-0.149, -0.159, -0.193], [-0.015, 0.776, 0.228], [0.027, 0.102, -0.081], [0.483, 0.144, -0.113], [0.089, 0.411, 0.097], [0.076, -0.541, -0.095], [0.033, -0.379, 0.391], [-0.140, 0.183, -0.244], [0.341, 0.188, 0.119], [-0.653, -0.360, -0.840], [-0.094, 0.218, 0.320], [-0.536, 0.393, 0.194], [0.441, 0.667, -0.947], [-0.668, -1.311, -0.188], [0.505, 0.084, 1.115], [-0.068, 0.017, -0.105], [0.212, 0.161, -0.196], [0.000, -0.142, -0.095], [-0.263, 0.008, -0.005], [0.123, -0.541, 0.356], [0.373, -0.059, 0.001], [0.003, -0.028, -0.050], [-0.193, -0.126, -0.081], [-0.358, 0.185, 0.276], [0.096, 0.355, 0.231], [0.117, 0.066, -0.043], [-0.739, 0.545, -1.275], [-0.472, -0.343, 0.373], [0.193, 0.592, 0.494], [-0.094, 0.094, -0.139], [-0.432, 0.599, 0.245], [0.705, 0.029, -0.520], [-0.970, -0.522, 1.807], [-0.059, 0.252, -0.395], [0.147, 0.086, -0.204], [-0.227, 0.209, -0.032], [-0.280, 0.150, 0.137], [-0.094, -0.122, 0.094], [0.347, -0.114, 0.168], [0.638, 0.276, -0.615], [0.988, -0.649, -0.097], [-0.094, -0.103, 0.272], [0.039, -0.068, -0.103], [0.228, 0.094, 0.118], [-0.158, -0.469, 0.238], [0.095, 0.381, 0.161], [-0.401, -0.228, -0.110], [0.204, 0.005, 0.051], [0.108, -0.151, 0.021], [0.110, -0.043, 0.101], [-0.030, -0.127, -0.269], [-0.061, -0.082, -0.291], [0.165, 0.303, -0.353], [-0.021, 0.114, -0.154], [-0.226, -0.112, -0.060], [-0.014, -0.264, 0.126], [0.290, -0.252, 0.366]]}

***

(3)
{"formula": "C23H26FN3O2", "method": "ωB97M-V/def2-TZVPD", "orbital_gap_ev": 7.50, "energy_ha": -1305.8294, "e_above_lowest_kcal_mol": 544.32, "species": ["O", "C", "N", "H", "C", "H", "H", "C", "C", "C", "N", "C", "C", "C", "C", "C", "C", "H", "H", "H", "H", "H", "H", "H", "H", "C", "N", "C", "C", "H", "H", "C", "C", "C", "C", "C", "C", "C", "H", "H", "H", "F", "H", "C", "C", "H", "H", "H", "H", "O", "H", "H", "H", "H", "H"], "xyz": [[1.149, -1.445, -0.555], [0.483, -1.678, -1.648], [0.209, -0.720, -2.609], [-0.101, -0.805, -3.444], [0.446, 0.948, -2.158], [-0.013, 1.502, -2.703], [0.569, 0.975, -0.988], [2.016, 1.241, -2.601], [2.407, 2.512, -1.888], [2.582, 3.678, -2.294], [2.993, 4.514, -1.503], [2.883, 4.010, -0.287], [2.910, 4.535, 1.256], [2.990, 3.418, 2.139], [2.597, 2.226, 1.894], [2.611, 1.667, 0.750], [2.536, 2.595, -0.221], [2.345, 0.633, 0.573], [2.541, 1.374, 2.684], [3.214, 3.764, 3.222], [3.237, 5.527, 1.292], [3.290, 5.513, -1.488], [2.684, 3.912, -3.429], [2.883, 0.293, -2.103], [2.127, 1.319, -3.859], [0.092, -3.033, -2.149], [-1.143, -3.393, -1.421], [-2.259, -2.722, -1.864], [-2.245, -1.503, -0.600], [-1.575, -0.814, -0.743], [-3.349, -1.065, -0.886], [-2.326, -1.979, 0.706], [-2.136, -0.960, 1.707], [-3.213, -0.523, 2.684], [-3.056, 0.524, 3.495], [-1.898, 1.137, 3.316], [-1.051, 1.058, 2.491], [-0.823, -0.241, 1.846], [-0.153, -0.317, 1.026], [0.141, 1.582, 2.479], [-1.864, 2.019, 4.297], [-3.810, 0.679, 4.326], [-4.007, -1.128, 2.634], [-1.014, -2.912, 0.999], [-0.986, -3.962, -0.354], [-2.040, -4.759, -0.069], [-0.190, -4.697, -0.041], [-0.218, -2.458, 0.990], [-1.117, -3.514, 1.722], [-3.302, -2.788, 0.925], [-3.390, -3.314, 1.752], [-3.167, -3.298, -1.674], [-2.443, -2.316, -2.791], [0.942, -3.732, -1.745], [0.014, -3.079, -3.092]], "forces_ev_per_a": [[-2.940, -0.621, -3.954], [3.191, 2.366, 0.312], [3.204, 5.006, 10.108], [-2.742, -1.486, -6.613], [10.196, -10.613, 6.518], [-6.593, 6.442, -5.827], [-1.353, 0.015, -2.577], [1.189, -1.813, -0.389], [-1.824, -8.265, 5.236], [-0.542, -0.109, -13.445], [2.896, 9.301, 7.578], [-0.903, -2.405, 10.401], [1.330, -4.227, -5.651], [0.838, 10.328, 3.646], [0.212, -7.416, 6.933], [-2.316, -2.081, -5.200], [1.318, 3.586, -9.877], [0.228, -0.125, -0.095], [0.186, 2.145, -0.348], [-0.559, -0.844, -1.716], [0.365, 1.273, 1.271], [-0.743, -1.394, -1.253], [-0.508, -0.346, 1.938], [-3.083, 2.746, -1.871], [-0.248, -0.315, 3.588], [2.144, -1.339, 9.306], [3.285, 1.702, -13.244], [-1.871, 1.931, 6.867], [-8.862, -1.966, -6.583], [3.640, 3.600, -0.948], [2.396, -0.124, 1.009], [6.653, -2.209, 4.500], [1.479, 5.055, 4.178], [4.527, -2.052, -4.980], [7.967, -5.734, -11.110], [-7.299, 8.943, 13.862], [16.481, -3.484, -9.348], [-6.400, 1.037, -1.386], [1.022, -0.359, -0.198], [-4.096, -0.580, 0.358], [0.284, -1.908, -2.953], [-10.728, 3.769, 12.558], [-3.368, -1.897, 0.205], [-7.319, -1.631, -8.481], [-2.772, -6.207, 14.512], [2.539, 2.025, -0.807], [-0.136, 0.877, -1.579], [8.151, 4.766, 0.039], [-1.206, -4.098, 6.022], [-6.945, -3.784, 0.476], [0.900, 1.098, -0.869], [0.021, -0.220, 0.332], [1.066, 0.939, -2.264], [-1.569, 1.036, -1.043], [-0.783, -0.333, -7.145]]}

***

> What is the formula in the third record?

C23H26FN3O2